Here is a cluster of 2 separate species, C5H12O in total from the Open Molecules 2025 dataset. Energies are from the ωB97M-V functional and the def2-TZVPD basis.

Values from the calculation:
* calculated total energy: -7423.643 eV
* ΔE to the lowest compared entry with this formula, charge and spin: 3.668 eV
* gap between HOMO and LUMO: 9.190 eV
* multiplicity: 1
* HOMO level: -0.304 hartree
* charge: 0

Structure (XYZ):
```
18
Properties=species:S:1:pos:R:3:mulliken_charge:R:1
C 0.270 -1.925 0.765 -1.2681
C -0.410 -0.565 0.660 0.1473
C 0.662 1.227 -1.132 -0.4229
C -0.787 1.560 -1.344 -0.7595
C 0.571 0.490 1.279 -1.3833
O 1.039 0.105 -1.692 -0.2077
H 1.116 -1.978 0.065 0.2744
H -0.408 -2.758 0.552 0.3523
H 0.674 -2.044 1.773 0.3390
H -1.330 -0.523 1.252 0.3277
H -0.777 -0.478 -0.369 0.0876
H -1.262 1.948 -0.435 0.2621
H -1.441 0.784 -1.781 0.3952
H -0.711 2.402 -2.038 0.3504
H 0.530 0.213 2.331 0.4173
H 0.337 1.563 1.242 0.3983
H 1.619 0.405 0.959 0.3633
H 0.308 -0.427 -2.087 0.3265
```

Here is a cluster of 2 separate species, C5H12O in total in a non-equilibrium geometry from the Open Molecules 2025 dataset. Energies are from the ωB97M-V functional and the def2-TZVPD basis.

Values from the calculation:
* calculated total energy: -7416.554 eV
* ΔE to the lowest compared entry with this formula, charge and spin: 1.739 eV
* gap between HOMO and LUMO (spin up / spin down): 7.710 / 4.040 eV
* ⟨S²⟩: 0.7522
* multiplicity: 2
* HOMO level (spin up / spin down): -0.483 / -0.483 hartree
* charge: +1

Structure (XYZ):
```
18
Properties=species:S:1:pos:R:3:mulliken_charge:R:1
C -2.883 0.205 0.789 -1.0065
C -2.081 0.185 -0.400 0.4693
C -2.503 0.677 -1.660 -0.5090
H -3.259 -0.800 1.008 0.3429
H -3.695 0.932 0.732 0.3803
H -2.270 0.453 1.662 0.3325
H -1.089 -0.243 -0.346 0.3394
H -1.817 0.536 -2.486 0.3121
H -3.437 1.225 -1.725 0.3188
C 2.696 -0.887 0.507 -0.2570
O 1.842 -0.528 1.600 -0.5293
C 2.578 0.171 -0.560 -0.7058
H 2.365 -1.847 0.096 0.1971
H 3.677 -1.117 0.908 0.3825
H 2.345 -0.317 2.395 0.3099
H 1.512 0.361 -0.707 0.0087
H 2.982 -0.122 -1.528 0.3446
H 3.037 1.116 -0.283 0.2696
```

Here is a cluster of 3 separate species, C5H12O2 in total in a non-equilibrium geometry from the Open Molecules 2025 dataset. Energies are from the ωB97M-V functional and the def2-TZVPD basis.

Values from the calculation:
* calculated total energy: -9471.926 eV
* ΔE to the lowest compared entry with this formula, charge and spin: 1.637 eV
* gap between HOMO and LUMO (spin up / spin down): 3.036 / 5.824 eV
* ⟨S²⟩: 0.7649
* multiplicity: 2
* HOMO level (spin up / spin down): 0.016 / -0.091 hartree
* charge: -1

Structure (XYZ):
```
19
Properties=species:S:1:pos:R:3:mulliken_charge:R:1
C 0.507 2.132 1.487 -1.0904
C -0.406 1.301 0.640 -0.1601
C -0.153 1.176 -0.702 -0.4275
C -0.967 0.239 -1.475 -0.0727
C -1.818 -0.716 -1.007 -1.2878
H 0.033 2.369 2.486 0.2732
H 0.862 3.065 1.011 0.3045
H 1.428 1.596 1.813 0.1609
H -1.131 0.760 1.230 0.2671
H 0.783 1.517 -1.142 0.3889
H -0.645 0.250 -2.538 0.2303
H -2.178 -1.566 -1.544 0.3617
H -2.272 -0.677 -0.010 0.1820
H 0.372 -2.338 1.088 0.2799
H -0.816 -2.843 0.298 0.3307
O -0.549 -2.605 1.193 -0.6791
H 2.453 -0.624 -1.407 0.3186
H 2.577 -1.711 -0.407 0.2866
O 1.919 -1.325 -1.014 -0.6667
```

Here is the molecule C5H12O2 from the Open Molecules 2025 dataset. Energies are from the ωB97M-V functional and the def2-TZVPD basis.

Values from the calculation:
* calculated total energy: -9473.941 eV
* ΔE to the lowest compared entry with this formula, charge and spin: 1.194 eV
* gap between HOMO and LUMO: 10.952 eV
* multiplicity: 1
* HOMO level: -0.367 hartree
* charge: 0
* SMILES: CO[C@@H](C)CCO

Structure (XYZ):
```
19
Properties=species:S:1:pos:R:3:mulliken_charge:R:1
C -1.690 -0.333 1.547 -0.7771
O -0.408 -0.476 0.980 -0.3708
C -0.176 0.362 -0.151 0.6395
C -0.452 1.847 0.151 -1.4797
C 1.263 0.086 -0.594 -0.7765
C 1.450 -1.230 -1.348 -0.5156
O 1.251 -2.379 -0.557 -0.5370
H -2.483 -0.655 0.855 0.3111
H -1.884 0.708 1.834 0.2919
H -1.717 -0.950 2.447 0.2596
H -0.861 0.044 -0.959 0.2880
H -0.300 2.080 1.210 0.3405
H -1.476 2.132 -0.111 0.3556
H 0.221 2.490 -0.421 0.3958
H 1.905 0.090 0.296 0.2596
H 1.593 0.902 -1.248 0.3407
H 0.785 -1.235 -2.231 0.2713
H 2.477 -1.285 -1.728 0.3229
H 0.501 -2.198 0.026 0.3802
```

Here is the molecule C5H12O2 from the Open Molecules 2025 dataset. Energies are from the ωB97M-V functional and the def2-TZVPD basis.

Values from the calculation:
* calculated total energy: -9474.294 eV
* ΔE to the lowest compared entry with this formula, charge and spin: 0.842 eV
* gap between HOMO and LUMO: 10.949 eV
* multiplicity: 1
* HOMO level: -0.366 hartree
* charge: 0
* SMILES: CC[C@@H](O)CCO

Structure (XYZ):
```
19
Properties=species:S:1:pos:R:3:mulliken_charge:R:1
C 2.485 -0.575 0.637 -1.1432
C 1.606 0.081 -0.428 -0.4655
C 0.146 -0.216 -0.084 -0.0813
O -0.126 0.156 1.273 -0.6067
C -0.944 0.348 -0.992 -0.5421
C -2.306 0.019 -0.373 -0.4644
O -2.665 0.925 0.663 -0.5663
H 3.552 -0.389 0.490 0.3774
H 2.188 -0.204 1.621 0.2701
H 2.321 -1.660 0.639 0.2890
H 1.841 -0.316 -1.425 0.2840
H 1.780 1.166 -0.468 0.3036
H 0.038 -1.310 -0.103 0.2508
H -0.424 1.076 1.258 0.4097
H -0.871 -0.089 -1.996 0.3863
H -0.852 1.438 -1.108 0.3219
H -2.259 -1.006 0.023 0.2665
H -3.104 0.049 -1.120 0.3631
H -2.405 0.506 1.492 0.3470
```

Here is the molecule C5H12O2 from the Open Molecules 2025 dataset. Energies are from the ωB97M-V functional and the def2-TZVPD basis.

Values from the calculation:
* calculated total energy: -9473.823 eV
* ΔE to the lowest compared entry with this formula, charge and spin: 1.313 eV
* gap between HOMO and LUMO: 10.969 eV
* multiplicity: 1
* HOMO level: -0.367 hartree
* charge: 0
* SMILES: CO[C@@H](C)CCO

Structure (XYZ):
```
19
Properties=species:S:1:pos:R:3:mulliken_charge:R:1
C -1.384 -0.436 1.630 -0.8289
O -0.148 -0.299 0.983 -0.4053
C -0.200 0.406 -0.255 0.4867
C -0.687 1.836 -0.110 -1.5827
C 1.202 0.271 -0.789 -0.7779
C 1.566 -1.240 -0.889 -0.3724
O 0.484 -2.154 -0.966 -0.5629
H -1.719 0.514 2.064 0.2903
H -1.236 -1.165 2.431 0.2762
H -2.154 -0.805 0.934 0.3515
H -0.863 -0.144 -0.944 0.3487
H -0.077 2.374 0.624 0.3358
H -1.734 1.868 0.206 0.3999
H -0.616 2.354 -1.072 0.4197
H 1.918 0.767 -0.120 0.3240
H 1.270 0.790 -1.759 0.3961
H 2.099 -1.276 -1.830 0.3520
H 2.209 -1.538 -0.048 0.2203
H 0.070 -2.122 -0.089 0.3290
```

Here is a cluster of 2 separate species, C5H12O2 in total in a non-equilibrium geometry from the Open Molecules 2025 dataset. Energies are from the ωB97M-V functional and the def2-TZVPD basis.

Values from the calculation:
* calculated total energy: -9473.580 eV
* ΔE to the lowest compared entry with this formula, charge and spin: 1.556 eV
* gap between HOMO and LUMO: 10.793 eV
* multiplicity: 1
* HOMO level: -0.365 hartree
* charge: 0
* SMILES: CCCCC=O.O

Structure (XYZ):
```
19
Properties=species:S:1:pos:R:3:mulliken_charge:R:1
C -0.068 -2.462 -0.542 -1.4520
C -0.289 -1.258 0.354 -0.2822
C 0.146 -0.021 -0.490 -0.7221
C -0.820 0.993 -1.108 -0.5073
C -0.426 2.425 -0.758 -0.0132
O 0.235 2.782 0.173 -0.4478
H 0.992 -2.605 -0.695 0.3723
H -0.683 -2.564 -1.443 0.3270
H -0.287 -3.465 -0.129 0.3886
H -1.344 -1.156 0.627 0.3112
H 0.274 -1.262 1.273 0.2350
H 0.842 0.539 0.136 0.4723
H 0.794 -0.337 -1.310 0.3682
H -0.776 0.995 -2.200 0.2780
H -1.845 0.897 -0.757 0.3325
H -1.033 3.181 -1.311 0.3450
O 1.766 0.869 2.719 -0.6242
H 1.674 1.814 2.928 0.3236
H 0.847 0.634 2.533 0.2950
```

Here is the molecule C5H12O2 in a non-equilibrium geometry from the Open Molecules 2025 dataset. Energies are from the ωB97M-V functional and the def2-TZVPD basis.

Values from the calculation:
* calculated total energy: -9472.875 eV
* ΔE to the lowest compared entry with this formula, charge and spin: 2.261 eV
* gap between HOMO and LUMO: 10.873 eV
* multiplicity: 1
* HOMO level: -0.364 hartree
* charge: 0
* SMILES: CO[C@@H](C)CCO

Structure (XYZ):
```
19
Properties=species:S:1:pos:R:3:mulliken_charge:R:1
C -1.638 -0.231 1.624 -0.6311
O -0.398 -0.560 1.057 -0.3626
C -0.198 0.279 -0.052 0.3773
C -0.593 1.899 0.237 -1.2438
C 1.241 -0.010 -0.560 -0.7772
C 1.499 -1.268 -1.430 -0.5601
O 1.431 -2.503 -0.748 -0.5103
H -2.478 -0.577 1.003 0.2889
H -1.648 0.867 1.605 0.2096
H -1.691 -0.659 2.628 0.2629
H -0.920 -0.007 -0.840 0.3196
H -0.929 2.386 1.187 0.3724
H -1.400 2.194 -0.449 0.3103
H 0.299 2.463 0.004 0.3565
H 1.909 -0.087 0.309 0.2405
H 1.555 0.850 -1.156 0.3836
H 0.845 -1.271 -2.319 0.3089
H 2.530 -1.222 -1.812 0.3200
H 0.584 -2.542 -0.288 0.3346
```

What did the fourth record say?
Here is the molecule C5H12O2 from the Open Molecules 2025 dataset. Energies are from the ωB97M-V functional and the def2-TZVPD basis.

Values from the calculation:
* calculated total energy: -9473.941 eV
* ΔE to the lowest compared entry with this formula, charge and spin: 1.194 eV
* gap between HOMO and LUMO: 10.952 eV
* multiplicity: 1
* HOMO level: -0.367 hartree
* charge: 0
* SMILES: CO[C@@H](C)CCO

Structure (XYZ):
```
19
Properties=species:S:1:pos:R:3:mulliken_charge:R:1
C -1.690 -0.333 1.547 -0.7771
O -0.408 -0.476 0.980 -0.3708
C -0.176 0.362 -0.151 0.6395
C -0.452 1.847 0.151 -1.4797
C 1.263 0.086 -0.594 -0.7765
C 1.450 -1.230 -1.348 -0.5156
O 1.251 -2.379 -0.557 -0.5370
H -2.483 -0.655 0.855 0.3111
H -1.884 0.708 1.834 0.2919
H -1.717 -0.950 2.447 0.2596
H -0.861 0.044 -0.959 0.2880
H -0.300 2.080 1.210 0.3405
H -1.476 2.132 -0.111 0.3556
H 0.221 2.490 -0.421 0.3958
H 1.905 0.090 0.296 0.2596
H 1.593 0.902 -1.248 0.3407
H 0.785 -1.235 -2.231 0.2713
H 2.477 -1.285 -1.728 0.3229
H 0.501 -2.198 0.026 0.3802
```